Formula: C12H41N3O7
Source: OMol25
Level of theory: ωB97M-V/def2-TZVPD

The SMILES is COC[C@H](C)N.COC[C@H](C)N.COC[C@H](C)N.O.O.O.O. The frontier orbital gap comes out at 9.6533 eV. As for the maximum force: 1.15 eV/A. As for the charge: 0. The molar mass comes out at 339.47 g mol⁻¹.

Structure (XYZ):
```
63
C12H41N3O7 ωB97M-V/def2-TZVPD
C 0.4784 3.2261 -1.1957
O -0.3499 4.3617 -1.2386
C -1.4148 4.2675 -2.1465
C -1.2694 5.2978 -3.2570
C -1.2961 6.7175 -2.7367
N -2.3936 5.1103 -4.2209
H 1.0804 3.1331 -2.1072
H -0.0939 2.3083 -1.0377
H 1.1640 3.3325 -0.3568
H -1.4615 3.2709 -2.6103
H -2.3805 4.4410 -1.6563
H -0.3440 5.1071 -3.8172
H -1.1370 7.4389 -3.5377
H -0.5173 6.8537 -1.9843
H -2.2546 6.9157 -2.2530
H -2.5196 4.1255 -4.4304
H -2.1312 5.5474 -5.0968
C 2.9624 -5.8530 4.8678
O 3.6522 -4.9836 4.0036
C 2.8644 -3.8826 3.5794
C 1.9735 -4.2249 2.4078
C 2.7716 -4.3557 1.1049
N 0.9153 -3.1982 2.3193
H 2.8800 -5.4323 5.8754
H 3.5291 -6.7840 4.9261
H 1.9662 -6.1072 4.4901
H 2.2832 -3.4739 4.4166
H 3.5776 -3.1006 3.2989
H 1.4992 -5.1988 2.5479
H 3.4830 -5.1880 1.1492
H 3.3658 -3.4726 0.8535
H 2.0790 -4.5617 0.2894
H 1.3667 -2.2962 2.1532
H 0.4124 -3.3202 1.4426
C -2.4207 -2.2468 0.2649
O -2.1814 -0.9104 0.6049
C -3.1971 -0.0168 0.2168
C -2.6855 1.4168 0.2506
C -2.2961 1.8140 1.6497
N -3.7314 2.3444 -0.2442
H -3.0498 -2.7476 1.0189
H -1.4820 -2.7935 0.2406
H -2.9545 -2.3247 -0.6894
H -3.5631 -0.2755 -0.7879
H -4.0646 -0.1083 0.8934
H -1.8400 1.5046 -0.4315
H -1.8296 2.7968 1.6773
H -1.5935 1.0901 2.0737
H -3.1813 1.8362 2.2893
H -3.7693 2.3132 -1.2552
H -4.6294 2.0626 0.1329
O 3.2007 -1.5698 -2.2638
H 4.1045 -1.6927 -1.9603
H 2.9572 -0.6859 -1.9409
O 3.0203 1.0895 -1.0238
H 3.6360 1.0455 -0.2862
H 2.1750 0.7858 -0.6438
O 0.9437 -2.8480 -1.3760
H 1.8640 -2.6480 -1.6319
H 0.6246 -3.4781 -2.0264
O 0.7042 -0.3458 -0.2141
H -0.1895 -0.2557 0.1425
H 0.6875 -1.1734 -0.7229
```

Atom charges from the Löwdin analysis, given in e for atoms 1 to 6: -0.1107 -0.1736 -0.2340 -0.4382 -0.0658 0.0235

***

Formula: C3H9N2OS2
Source: OMol25
Level of theory: ωB97M-V/def2-TZVPD

The SMILES is NC(=O)[C@H]([NH3+])CSS. The frontier orbital gap comes out at 9.7867 eV. As for the maximum force: 3.03 eV/A. As for the charge: +1. The molar mass comes out at 153.25 g mol⁻¹.

Structure (XYZ):
```
17
C3H9N2OS2 ωB97M-V/def2-TZVPD
N -0.9632 -1.6741 -1.8324
C 0.1114 -0.9820 -1.4532
O 1.2275 -1.1781 -1.9122
C -0.0084 0.1511 -0.3963
N 1.3960 0.6496 -0.2168
C -0.5852 -0.3278 0.9412
S -1.4142 0.9630 1.9282
S -0.3252 2.5402 2.4502
H -1.8363 -1.4556 -1.3693
H -0.9172 -2.2944 -2.6244
H -0.5447 0.9535 -0.9450
H 1.4148 1.6589 -0.3739
H 1.7311 0.5710 0.7480
H 2.0342 0.1104 -0.8282
H 0.1528 -0.9894 1.4503
H -1.2713 -1.1511 0.7193
H -0.2020 2.4549 3.7146
```

Atom charges from the Löwdin analysis, given in e for atoms 1 to 6: 0.2169 -0.4831 0.0662 -0.2612 0.2184 -0.4957

***

Formula: C24H26N4O3
Source: OMol25
Level of theory: ωB97M-V/def2-TZVPD

The SMILES is N#Cc1nc(-c2ccc(OCc3ccccc3)cc2)oc1NCCCN1CCOCC1. The frontier orbital gap comes out at 8.2480 eV. As for the maximum force: 1.62 eV/A. As for the charge: 0. The molar mass comes out at 418.50 g mol⁻¹.

Structure (XYZ):
```
57
C24H26N4O3 ωB97M-V/def2-TZVPD
N -0.1017 3.2804 -2.5712
C -0.1181 2.2290 -2.1075
C -0.1653 0.9515 -1.5439
N 0.6760 0.5384 -0.5379
C 0.3275 -0.6712 -0.2489
C 0.9149 -1.5298 0.7474
C 0.4174 -2.8145 0.9774
C 0.9892 -3.6157 1.9375
C 2.0736 -3.1596 2.6928
O 2.5491 -4.0325 3.6178
C 3.6331 -3.6431 4.4349
C 4.9370 -3.4695 3.6928
C 5.1848 -4.1843 2.5293
C 6.3845 -4.0303 1.8577
C 7.3498 -3.1681 2.3480
C 7.1106 -2.4578 3.5125
C 5.9082 -2.6046 4.1803
C 2.5759 -1.8806 2.4600
C 1.9987 -1.0771 1.4983
O -0.7290 -1.1193 -1.0117
C -1.0324 -0.0948 -1.8298
N -1.9936 -0.2739 -2.7670
C -2.5631 0.8561 -3.4673
C -3.5162 1.6880 -2.6036
C -3.8472 3.0160 -3.2843
N -4.7070 3.8321 -2.4470
C -6.1104 3.4753 -2.5586
C -6.9159 4.2925 -1.5483
O -6.7584 5.6739 -1.7621
C -5.3974 6.0294 -1.6819
C -4.5558 5.2560 -2.6969
H -0.4191 -3.1747 0.3983
H 0.6146 -4.6089 2.1295
H 3.3860 -2.7285 4.9916
H 3.7313 -4.4633 5.1560
H 4.4311 -4.8587 2.1500
H 6.5659 -4.5873 0.9504
H 8.2865 -3.0485 1.8243
H 7.8602 -1.7833 3.8991
H 5.7206 -2.0450 5.0862
H 3.4217 -1.5083 3.0153
H 2.3789 -0.0858 1.3109
H -2.6070 -1.0574 -2.5934
H -3.0851 0.4690 -4.3452
H -1.7369 1.4842 -3.8072
H -3.0405 1.9098 -1.6471
H -4.4263 1.1189 -2.4062
H -2.9098 3.5559 -3.4364
H -4.2976 2.8281 -4.2747
H -6.2346 2.4136 -2.3404
H -6.4957 3.6751 -3.5757
H -7.9832 4.0857 -1.6464
H -6.5824 4.0315 -0.5325
H -5.3488 7.1019 -1.8766
H -5.0177 5.8211 -0.6707
H -3.5053 5.5256 -2.5774
H -4.8822 5.5260 -3.7171
```

Atom charges from the Löwdin analysis, given in e for atoms 1 to 6: 0.1610 -0.1891 -0.2234 0.1933 -0.2742 -0.1559

***

Formula: C2H4S2
Source: OMol25
Level of theory: ωB97M-V/def2-TZVPD

The SMILES is CC1SS1. The frontier orbital gap comes out at 7.0542 eV. As for the maximum force: 3.76 eV/A. As for the charge: 0. The molar mass comes out at 92.19 g mol⁻¹.

Structure (XYZ):
```
8
C2H4S2 ωB97M-V/def2-TZVPD
C -0.1432 -0.0858 0.2859
C 1.0500 0.7165 -0.0523
S 0.8385 2.4234 -0.3774
S 2.0498 1.2026 1.4708
H -0.1307 -1.1164 -0.0558
H -1.0481 0.4952 -0.0171
H -0.1467 0.0432 1.4483
H 1.7209 0.3943 -0.8952
```

Atom charges from the Löwdin analysis, given in e for atoms 1 to 6: -0.2201 -1.2476 0.6276 0.5625 0.0715 0.0696

***

Formula: C4H4KO2
Source: OMol25
Level of theory: ωB97M-V/def2-TZVPD

As for the spin multiplicity: 2. The frontier orbital gap (spin up / spin down) comes out at 4.7085 / 4.5817 eV. As for the maximum force: 3.72 eV/A. As for the charge: 0. The molar mass comes out at 123.17 g mol⁻¹.

Structure (XYZ):
```
11
C4H4KO2 ωB97M-V/def2-TZVPD
H -1.6057 0.9569 -0.4557
O 2.2181 -0.9062 1.6608
C 0.8216 -0.6459 1.5000
C 0.4889 -0.4610 0.0817
C -0.5817 -0.0934 -0.5494
C -0.9106 0.7260 -1.6430
O -1.5483 0.4230 -2.6896
K -2.0569 2.3016 -4.4820
H 2.3954 -1.0662 2.5925
H 0.5444 0.2562 2.0775
H 0.2349 -1.4910 1.9073
```

Atom charges from the Löwdin analysis, given in e for atoms 1 to 6: 0.1418 -0.1024 -0.3367 -0.0412 -0.1749 -0.4032